ORCA calculation (ωB97M-V with the def2-TZVPD basis set) on 11 unconnected molecules or ions with the total composition C15H6BCl40F5N3O3S in a non-equilibrium geometry.

Geometry as ORCA input:
```
! wB97M-V def2-TZVPD RIJCOSX def2/J DEFGRID3
* xyz 1 1
C -0.4353 -3.7040 1.2641
Cl -0.9947 -2.1975 0.4913
O -0.8951 4.6195 0.3640
Cl 9.1708 -2.6855 -2.4411
C 5.6452 -0.3205 2.7186
Cl -0.4771 0.2805 -7.3424
Cl 11.5649 -3.2957 -5.3428
Cl 3.6494 5.2029 -4.8415
Cl 7.7559 -1.6515 -0.1270
C -3.1291 4.3995 -3.2171
Cl 6.3227 -3.1607 -2.1497
Cl -0.3505 2.0536 -5.0490
C 2.7038 4.4190 -3.5579
O -4.9407 4.1428 1.4555
Cl 0.9179 -3.3400 2.3539
Cl -6.7515 6.0955 4.8508
F -1.4109 5.9577 -2.4840
C -4.4931 -10.4787 8.0818
Cl 5.1103 0.8591 -1.5125
C -1.6399 1.1990 -0.3541
Cl 2.9908 2.6659 -3.5963
Cl 9.0304 -4.6831 -5.0753
F -4.2203 5.2263 -3.6598
Cl -3.8113 -11.4890 9.3745
H -4.8135 0.3718 0.5833
Cl -9.0496 4.5286 5.6750
Cl 0.1004 -4.8453 0.0139
C -3.3515 -5.1593 6.1765
C -2.6693 0.1067 0.0602
C -3.7441 2.2591 0.0380
C 10.6162 -4.7010 -5.8770
B -4.8963 3.4101 0.2063
C -8.0033 4.9590 4.3069
Cl -8.9775 5.7158 3.0291
Cl -1.6466 -0.5332 -4.8138
Cl -5.4214 -11.4977 6.9606
N -5.8873 3.7886 -0.8592
Cl -3.8769 -5.2295 4.4789
H -6.2835 2.9317 -1.2775
F -3.6850 3.1159 -2.9784
Cl 11.4789 -6.1947 -5.4505
N -3.9326 0.8324 0.2882
C 6.4012 2.0822 -1.5321
F -2.1722 4.2387 -4.2658
Cl 10.3911 -4.6289 -7.6382
Cl -1.7689 -4.4215 2.1919
Cl -1.6162 -5.5296 6.2744
Cl 8.2063 -4.5062 -0.3977
C -2.4080 5.0698 -1.9440
H -5.4597 3.5933 2.0940
Cl 3.1976 5.0665 -1.9785
Cl 6.1409 0.3308 4.2955
F -3.3096 5.9398 -1.2269
C 7.8645 -3.0007 -1.2786
Cl 7.9837 1.2749 -1.4535
Cl -7.2300 3.4871 3.6687
Cl -4.2654 -6.3475 7.1282
H -5.3740 4.3376 -1.5856
Cl -3.6468 -3.5293 6.8207
Cl 6.5934 0.4585 1.4313
Cl -5.5649 -9.2509 8.7923
H -0.5377 1.0311 -0.5940
Cl 6.2940 3.0312 -3.0310
Cl -3.1756 -9.6755 7.2001
C -1.3398 0.8446 -5.8962
O -0.2841 3.3872 -1.6245
Cl -2.8873 1.5758 -6.3767
N -2.3713 2.4757 -0.3709
S -1.4852 3.8913 -0.8290
Cl 0.9739 4.7389 -3.8140
Cl 3.9165 0.0068 2.4589
Cl 5.9254 -2.0750 2.6894
H -2.4786 -1.0345 0.1588
Cl 6.2169 3.1641 -0.1318
*
```

Energy relative to the best compared isomer or geometry (same formula, charge and spin) ... 3.2506 eV
Molecular weight ... 1832.22 g/mol
Frontier orbital gap ... 7.43 eV
E_HOMO ... -12.09 eV

Atomic partial charges in e from the Löwdin method, atoms 1 to 2:
1 C -1.97
2 Cl 0.59